1.
9
Properties=species:S:1:pos:R:3:forces:R:3 method="wB97M-V/def2-TZVPD" total_energy_ha=-358.4070 relative_energy_kcal_mol=77.0 homo_energy_ev=-9.89 total_charge=0 orbital_gap_ev=10.41
C 0.607402 -1.124415 0.464994 3.056 0.417 -0.811
C 3.346165 0.647497 -0.860211 0.338 0.291 0.237
N 0.245197 -0.054032 -0.268577 -0.703 -0.528 -0.122
O 1.771164 -1.557996 0.547526 -2.124 0.964 -0.198
O 4.210076 0.996041 -0.226594 -0.266 -0.227 -0.240
O -1.133984 0.295863 -0.426563 1.364 0.305 -0.605
H -0.201658 -1.444907 1.012754 -2.010 -1.574 1.423
H 0.978634 0.492701 -0.650313 0.202 0.890 -0.751
H -1.222992 0.533910 -1.383586 0.143 -0.538 1.067

2.
10
Properties=species:S:1:pos:R:3:forces:R:3 method="wB97M-V/def2-TZVPD" total_energy_ha=-210.1161 relative_energy_kcal_mol=29.9 homo_energy_ev=-10.11 total_charge=0 orbital_gap_ev=10.50
C -0.949124 -0.789433 -0.482438 1.184 1.579 0.453
C 0.171604 0.142985 0.134803 0.219 0.439 -1.119
C 0.798378 1.205217 -0.469777 0.644 -1.535 1.891
C 0.603305 -0.245694 1.449229 0.392 -1.788 2.993
H -1.885605 -0.603267 0.014143 -0.417 0.262 0.416
H -0.767080 -1.896411 -0.281891 0.240 1.541 -1.083
H -1.046834 -0.297277 -1.481890 -0.064 -1.632 0.260
H 1.740067 1.601666 0.044572 -1.735 -0.242 -0.780
H 0.527254 1.604442 -1.436014 -0.045 -0.170 -0.070
N 0.808034 -0.722229 2.509263 -0.419 1.547 -2.962

3.
49
Properties=species:S:1:pos:R:3:forces:R:3 method="wB97M-V/def2-TZVPD" total_energy_ha=-1546.8730 relative_energy_kcal_mol=12.8 homo_energy_ev=-8.41 total_charge=0 orbital_gap_ev=8.52
C -3.523557 -1.284340 -0.374596 0.122 0.358 0.144
C -3.212076 -0.409686 0.828537 -0.358 -0.498 0.117
H -4.106028 -0.266851 1.444052 0.179 -0.017 -0.019
H -2.402172 -0.835082 1.423460 -0.145 0.101 -0.056
O -2.727598 0.874434 0.419161 0.153 0.113 -0.035
C -3.630996 1.769115 0.042463 -0.053 0.307 -0.007
O -4.821181 1.621539 0.091089 -0.181 -0.059 -0.035
C -2.990604 3.039516 -0.487515 0.313 -0.284 0.007
H -3.663715 3.879274 -0.310347 0.090 -0.084 0.007
H -2.827218 2.933864 -1.560679 -0.186 0.048 0.093
S -1.435610 3.500774 0.315223 0.137 0.144 0.005
C -0.211765 2.292270 -0.098625 -0.614 0.034 -0.588
C -0.183329 1.397033 -1.108155 1.086 0.284 0.778
C -1.159505 1.257536 -2.095446 -0.609 0.106 -0.482
N -1.912311 1.099999 -2.951862 -0.140 -0.056 -0.141
C 0.947650 0.380198 -1.198663 0.053 -0.037 0.162
C 2.175341 0.884898 -0.478207 -0.665 0.241 -0.204
C 2.080009 1.839485 0.471741 0.310 -0.275 -0.244
N 0.865191 2.414154 0.755858 -0.121 0.159 0.221
H 0.816500 3.144426 1.451464 0.092 -0.111 -0.044
C 3.254043 2.323555 1.263895 0.132 0.054 -0.058
C 4.538755 2.119814 0.466799 -0.030 -0.105 0.168
C 4.637070 0.669484 0.013847 0.150 0.015 -0.215
C 3.442836 0.253377 -0.826215 0.551 0.071 0.248
O 3.539824 -0.573487 -1.711153 -0.126 0.060 0.045
H 4.663228 0.007766 0.885238 0.020 -0.041 0.033
H 5.545476 0.493165 -0.563363 -0.066 -0.076 0.007
H 4.529565 2.773209 -0.408326 0.023 0.046 0.021
H 5.403830 2.384461 1.077294 -0.023 0.033 -0.037
H 3.310189 1.756354 2.199500 -0.024 0.054 0.038
H 3.123817 3.377656 1.521373 -0.041 -0.018 0.034
C 0.466992 -0.930720 -0.612793 0.065 -0.143 -0.148
C 0.350816 -1.096451 0.760277 0.041 -0.007 -0.071
C -0.121011 -2.284887 1.287939 0.014 -0.023 0.004
C -0.494321 -3.334378 0.459361 -0.037 0.013 -0.033
C -0.375922 -3.163817 -0.914801 -0.009 -0.009 0.069
C 0.097589 -1.978752 -1.444878 0.038 0.029 0.038
H 0.182257 -1.864730 -2.515623 0.035 0.030 -0.123
H -0.659438 -3.969682 -1.576381 -0.043 -0.094 -0.078
C -0.995993 -4.627750 1.025107 0.070 -0.035 -0.019
H -0.206518 -5.379095 0.994524 -0.009 -0.103 0.042
H -1.310203 -4.506794 2.059112 -0.042 -0.046 0.063
H -1.834628 -5.003326 0.442229 -0.070 -0.069 0.012
H -0.199589 -2.398415 2.360815 -0.028 -0.022 0.101
H 0.629646 -0.292071 1.426090 0.031 0.096 0.075
H 1.202333 0.209495 -2.251246 -0.033 0.045 0.169
H -4.343909 -0.857374 -0.946018 -0.074 -0.019 -0.050
H -2.649055 -1.362187 -1.015675 0.058 -0.057 -0.040
H -3.804711 -2.276959 -0.035866 -0.040 -0.153 0.029

4.
19
Properties=species:S:1:pos:R:3:forces:R:3 method="wB97M-V/def2-TZVPD" total_energy_ha=-419.2246 relative_energy_kcal_mol=101.6 homo_energy_ev=-9.42 total_charge=0 orbital_gap_ev=9.21
C 1.283137 -1.243543 0.022787 -1.816 1.103 -2.135
N 2.625152 -1.320513 -0.452204 0.605 -0.194 -0.166
C 0.904892 0.030376 0.732832 1.588 -1.022 2.145
C 1.018371 0.704283 1.737702 -0.395 0.027 -0.710
H 3.311767 -1.505331 0.268045 -0.093 0.213 -0.023
H 2.898127 -0.515052 -1.000960 0.030 -0.088 0.135
H 1.065732 -2.110830 0.649214 -0.235 0.191 -0.154
H 0.551719 -1.110919 -0.913353 1.425 -1.510 1.748
H 1.007988 1.372051 2.557632 -0.017 0.274 0.198
C -2.508955 0.000382 0.307390 -0.137 0.191 -0.057
C -1.597580 1.185255 0.159393 0.181 -0.536 0.700
C -0.423602 1.001674 -0.768345 -1.061 -0.016 -2.673
N -0.477905 0.037238 -1.657430 -0.738 1.721 0.865
O -1.752694 2.231609 0.745174 0.068 -0.071 -0.329
H 0.113468 0.203628 -2.469540 0.349 0.069 0.253
H 0.128728 1.932983 -0.925286 0.238 -0.240 0.184
H -1.942835 -0.840088 0.705343 0.077 -0.078 0.007
H -3.330242 0.243572 0.974363 -0.021 0.035 0.019
H -2.875269 -0.296773 -0.672757 -0.047 -0.069 -0.008